1.
DFT (wB97M-V/def2-TZVPD) results for a 3-piece molecular cluster, C35H57BF16NO4P overall.

Cartesian coordinates (Å):
P: -3.493 0.344 -1.645
F: -1.989 0.369 9.552
F: 5.113 -2.365 0.950
F: 9.062 -6.961 -1.031
F: -0.992 -1.108 5.200
F: 7.344 -1.329 -0.143
F: 6.918 -3.463 1.477
F: 7.742 -3.158 -1.247
F: 0.605 0.146 8.863
F: -3.584 1.027 4.165
F: 8.760 -5.250 0.287
F: 6.382 -7.576 -0.843
F: -1.773 1.682 5.148
F: -1.299 -0.197 3.244
F: -1.636 -1.070 7.957
F: 6.783 -5.672 -1.785
F: 0.201 0.805 6.833
O: -3.225 0.327 6.214
O: -5.802 1.770 -0.558
O: -5.895 1.039 -3.619
O: 5.969 -5.760 0.317
N: -6.538 -2.558 -4.170
C: -2.809 0.915 7.446
C: -5.862 -0.342 -3.232
C: -1.921 -0.581 4.385
C: 4.349 0.139 -2.250
C: -6.313 -1.134 -4.477
C: -0.677 4.877 1.148
C: 2.017 2.751 -3.803
C: 0.954 3.007 2.365
C: 0.542 -2.365 0.046
C: 6.767 -2.441 -0.661
C: 0.931 2.182 -2.869
C: -2.718 2.859 -0.261
C: -5.407 -0.513 0.531
C: -2.449 1.336 -0.348
C: -2.898 1.415 -3.051
C: -4.474 -0.840 -2.804
C: 6.832 -6.323 -0.608
C: -1.190 3.651 1.529
C: -0.258 0.853 8.096
C: -0.528 2.498 -3.293
C: 2.724 -1.461 -0.983
C: -0.383 2.716 2.138
C: 1.219 -1.218 -0.728
C: -2.607 0.635 5.017
C: 0.650 5.177 1.366
C: 8.261 -6.448 -0.069
C: 3.212 -0.910 -2.351
C: 5.324 -4.510 0.082
C: -2.652 3.372 1.208
C: -1.661 0.251 8.233
C: 1.446 4.221 1.964
C: 6.063 -3.211 0.461
C: 3.292 1.896 -3.804
C: -1.365 1.201 -3.239
C: 3.847 1.587 -2.395
B: -5.018 0.636 -0.503
H: 1.111 -0.318 -0.108
H: -5.522 -1.083 -5.235
H: 4.710 2.232 -2.190
H: 0.796 -2.331 1.110
H: 3.340 -1.057 -0.177
H: -1.327 5.604 0.666
H: -1.877 3.353 -0.761
H: 1.100 2.437 -1.818
H: 2.860 -2.552 -0.970
H: -2.989 2.598 1.911
H: 1.037 1.089 -2.923
H: 6.047 -2.127 -1.423
H: 0.655 -1.069 -1.655
H: -0.970 0.508 -2.490
H: 4.861 0.008 -1.288
H: 8.281 -7.106 0.802
H: 2.372 -0.526 -2.936
H: -6.369 1.520 -2.928
H: -3.379 1.034 -3.951
H: -3.273 4.259 1.367
H: 3.166 0.953 -4.348
H: 1.624 2.783 -4.827
H: -6.646 -0.557 -2.488
H: 1.573 2.243 2.827
H: 3.609 -1.760 -2.923
H: -2.701 0.906 0.640
H: -1.208 0.690 -4.197
H: 2.255 3.781 -3.508
H: -2.653 -1.356 4.151
H: 5.095 -0.072 -3.029
H: 1.032 6.137 1.036
H: -3.617 3.200 -0.786
H: -6.409 -3.127 -4.999
H: 0.856 -3.343 -0.341
H: 4.465 -4.542 0.752
H: -3.915 -1.147 -3.700
H: 4.074 2.450 -4.340
H: -5.610 -0.128 1.539
H: -2.669 -0.788 -1.313
H: -0.953 3.314 -2.701
H: 4.903 -4.458 -0.923
H: -4.560 -1.207 0.618
H: -0.547 -2.316 -0.060
H: -0.248 1.892 8.439
H: -7.506 -2.657 -3.875
H: -0.842 1.766 2.401
H: -3.683 0.800 8.086
H: 3.129 1.759 -1.586
H: -1.367 1.178 -0.452
H: -3.188 2.467 -2.987
H: -0.510 2.844 -4.333
H: -6.250 -1.109 0.165
H: -7.191 -0.664 -4.946
H: -6.069 2.017 0.342
H: -2.665 1.991 7.348
H: 2.501 4.447 2.114
H: -4.632 -1.778 -2.250

Computed properties:
Orbital gap   0.2783 Ha
Strongest force on any atom   1.65 eV Å⁻¹
Structure (SMILES)   CCCCCCCCCCCC[PH](CCCc1ccccc1)(C[C@@H](O)CN)B(C)O.FC(F)C(F)(F)COC(F)(F)C(F)F.FC(F)C(F)(F)COC(F)(F)C(F)F
HOMO level   -0.267 Eh

***

2.
DFT (wB97M-V/def2-TZVPD) results for the molecule C4H8FN.

Cartesian coordinates (Å):
F: 1.507 1.240 -0.041
N: -1.393 1.073 -0.187
C: -0.883 -0.259 -0.104
C: 1.243 -0.148 0.005
C: 0.284 -0.461 -1.114
C: 0.144 -0.417 1.056
H: 0.166 0.296 1.858
H: 0.437 -1.492 -1.410
H: -1.895 1.221 0.673
H: -0.610 1.728 -0.155
H: 0.258 -1.394 1.484
H: -1.731 -1.008 -0.145
H: 0.235 0.232 -1.962
H: 2.238 -0.610 0.043

Computed properties:
Orbital gap   0.3807 Ha
ΔE to the lowest compared entry with this formula, charge and spin   66.0 kJ/mol
Strongest force on any atom   1.52 eV Å⁻¹
Structure (SMILES)   N[C@H]1C[C@@H](F)C1
HOMO level   -0.341 Eh

***

3.
DFT (wB97M-V/def2-TZVPD) results for the molecule C14H17BN2O4.

Cartesian coordinates (Å):
O: -1.889 1.222 0.123
O: 3.364 1.486 -0.015
O: 2.012 0.470 1.758
O: 1.308 -1.662 -0.074
N: -0.403 -0.683 -1.277
N: -0.032 2.461 0.835
C: 0.589 3.525 2.915
C: 1.658 3.793 1.832
C: -0.311 -4.249 -0.754
C: -2.190 -4.818 -2.163
C: 0.259 -1.765 -0.716
C: -0.738 1.511 0.037
C: -1.139 -5.192 -1.296
C: -1.676 -1.002 -1.876
C: -1.664 -2.508 -1.746
C: -0.496 2.919 2.166
C: -2.480 -3.470 -2.350
C: 0.071 0.711 -1.024
C: 1.377 2.768 0.677
C: -0.529 -2.927 -1.021
B: 2.316 1.447 0.866
H: 3.837 0.655 0.027
H: 1.494 4.754 1.397
H: 1.165 0.718 -0.953
H: 1.063 2.899 3.570
H: 0.452 -4.634 -0.073
H: -1.318 3.585 2.082
H: 1.565 3.170 -0.355
H: -2.885 -5.562 -2.494
H: -0.210 1.178 -1.974
H: 1.880 -0.467 1.483
H: -2.507 -0.558 -1.300
H: -3.248 -3.006 -2.979
H: 0.314 4.359 3.536
H: -1.692 -0.606 -2.890
H: 2.659 3.646 2.257
H: -0.801 1.961 2.620
H: -1.176 -6.132 -0.853

Computed properties:
Orbital gap   0.3291 Ha
ΔE to the lowest compared entry with this formula, charge and spin   49.9 kJ/mol
Strongest force on any atom   3.75 eV Å⁻¹
Structure (SMILES)   O=C1c2ccccc2CN1CC(=O)N1CCC[C@H]1B(O)O
HOMO level   -0.313 Eh